# 1
{
  "formula": "C39H65F3N3O11S3",
  "method": "ωB97M-V/def2-TZVPD",
  "total_charge": 1,
  "e_above_lowest_ev": 1.771,
  "gap_ev": 8.15,
  "elements": ["C", "C", "O", "N", "H", "H", "C", "H", "H", "H", "H", "H", "H", "C", "C", "O", "N", "H", "H", "C", "H", "H", "H", "H", "H", "H", "C", "C", "O", "N", "H", "H", "C", "H", "H", "H", "H", "H", "H", "O", "H", "O", "H", "F", "C", "C", "C", "C", "C", "C", "H", "H", "H", "H", "H", "F", "C", "C", "C", "C", "C", "C", "H", "H", "H", "H", "H", "F", "C", "C", "C", "C", "C", "C", "H", "H", "H", "H", "H", "C", "C", "C", "S", "O", "O", "C", "H", "H", "H", "H", "H", "H", "H", "H", "C", "C", "C", "S", "O", "O", "C", "H", "H", "H", "H", "H", "H", "H", "H", "C", "C", "C", "S", "O", "O", "C", "H", "H", "H", "H", "H", "H", "H", "H"],
  "xyz": [[3.13, -3.03, -2.67], [2.87, -2.14, -3.92], [3.50, -2.26, -4.89], [1.57, -1.32, -3.85], [0.77, -1.67, -3.21], [2.01, -0.35, -3.33], [1.00, -0.89, -5.17], [2.27, -2.93, -2.10], [4.04, -2.80, -2.34], [3.02, -4.05, -3.10], [-0.07, -0.44, -5.05], [0.96, -1.70, -6.00], [1.47, -0.05, -5.68], [4.73, 2.69, -0.76], [5.53, 2.17, -1.95], [6.52, 2.69, -2.34], [5.09, 0.81, -2.49], [5.40, 0.10, -1.88], [3.92, 0.75, -2.46], [5.73, 0.34, -3.76], [4.95, 2.60, 0.21], [3.69, 2.21, -0.63], [4.67, 3.73, -1.06], [5.20, 0.73, -4.61], [5.40, -0.92, -3.69], [6.65, 0.45, -3.52], [-1.52, 0.89, -0.87], [-0.48, 0.65, 0.18], [-0.50, 1.26, 1.31], [0.84, -0.07, -0.35], [0.40, -0.77, -0.95], [1.50, 0.38, -1.02], [1.64, -0.61, 0.73], [-2.27, 1.72, -0.49], [-2.16, -0.20, -0.90], [-1.12, 1.23, -1.84], [2.55, -1.18, 0.34], [1.05, -1.40, 1.23], [1.94, 0.12, 1.44], [2.43, 0.78, -2.37], [1.81, 1.49, -2.36], [-0.29, -1.69, -2.00], [-1.14, -1.64, -2.29], [0.37, -3.14, 5.35], [1.45, -3.35, 4.64], [1.22, -3.59, 3.20], [2.38, -3.73, 2.42], [3.61, -3.53, 2.91], [3.82, -3.26, 4.32], [2.71, -3.15, 5.14], [0.16, -3.76, 2.95], [2.36, -3.98, 1.35], [4.54, -3.57, 2.21], [4.89, -3.06, 4.43], [2.83, -2.88, 6.03], [-0.89, -1.22, 3.43], [-2.11, -1.47, 2.93], [-3.17, -0.96, 3.81], [-4.46, -1.43, 3.65], [-4.71, -2.36, 2.59], [-3.67, -2.71, 1.72], [-2.37, -2.30, 1.79], [-3.12, -0.38, 4.70], [-5.18, -1.08, 4.38], [-5.70, -2.69, 2.43], [-4.07, -3.54, 0.84], [-1.59, -2.79, 1.30], [-2.25, 0.28, -5.95], [-2.32, 1.29, -5.05], [-3.40, 1.51, -4.28], [-3.40, 2.62, -3.37], [-2.39, 3.42, -3.24], [-1.32, 3.17, -3.99], [-1.22, 2.12, -4.82], [-4.31, 1.15, -4.50], [-4.33, 2.87, -2.70], [-2.33, 4.38, -2.76], [-0.38, 3.89, -3.99], [-0.34, 1.85, -5.47], [-1.94, 3.80, 3.26], [-1.20, 4.37, 4.35], [-1.56, 5.78, 4.45], [-3.34, 5.89, 4.13], [-3.51, 6.92, 3.17], [-4.05, 6.01, 5.38], [-3.48, 4.31, 3.33], [-2.01, 2.74, 3.23], [-1.66, 4.12, 2.29], [-0.25, 4.33, 4.52], [-1.67, 3.85, 5.18], [-0.84, 6.34, 3.92], [-1.40, 6.10, 5.35], [-3.92, 4.68, 2.33], [-4.08, 3.62, 3.85], [-3.73, -2.57, -3.22], [-4.01, -4.13, -3.10], [-4.24, -4.69, -4.39], [-5.03, -3.44, -5.32], [-6.38, -3.73, -5.37], [-4.32, -3.14, -6.55], [-4.74, -2.05, -4.28], [-2.73, -2.44, -3.62], [-3.87, -2.05, -2.28], [-4.80, -4.19, -2.44], [-3.06, -4.50, -2.67], [-4.80, -5.55, -4.39], [-3.35, -4.71, -4.87], [-5.77, -1.96, -3.69], [-4.34, -1.08, -4.78], [3.33, 0.06, 4.43], [1.92, 0.43, 4.88], [1.41, 1.43, 4.14], [2.80, 2.51, 3.92], [2.75, 3.30, 5.11], [2.66, 3.08, 2.66], [4.02, 1.28, 4.08], [3.25, -0.55, 3.41], [3.96, -0.49, 5.05], [1.82, 0.90, 6.07], [1.38, -0.43, 5.08], [0.64, 1.94, 4.65], [1.08, 1.01, 3.28], [4.84, 1.37, 4.63], [4.29, 1.25, 2.88]]
}



# 2
{
  "formula": "C39H66B2F2N5OP2SeTb",
  "method": "ωB97M-V/def2-TZVPD",
  "total_charge": 2,
  "multiplicity": 7,
  "e_above_lowest_ev": 0.000,
  "gap_ev": [5.42, 6.43],
  "s_squared": 12.7370,
  "elements": ["Tb", "C", "C", "C", "C", "P", "C", "N", "B", "N", "C", "P", "C", "C", "C", "C", "C", "C", "C", "C", "C", "C", "C", "C", "C", "C", "C", "C", "C", "C", "H", "H", "H", "H", "H", "H", "H", "H", "H", "H", "H", "H", "H", "H", "H", "H", "H", "H", "H", "H", "H", "H", "H", "H", "H", "H", "H", "H", "H", "H", "H", "H", "H", "H", "H", "H", "H", "H", "H", "H", "H", "H", "H", "H", "O", "N", "F", "B", "F", "C", "C", "C", "C", "N", "C", "Se", "N", "C", "C", "C", "C", "C", "C", "C", "C", "C", "C", "H", "H", "H", "H", "H", "H", "H", "H", "H", "H", "H", "H", "H", "H", "H", "H", "H", "H", "H", "H", "H", "H"],
  "xyz": [[0.04, 0.43, 0.15], [1.29, 5.45, -0.95], [0.53, 5.27, 0.36], [-1.03, 5.16, 0.09], [0.68, 6.46, 1.35], [0.92, 3.48, 1.09], [0.53, 3.90, 2.86], [0.31, 2.69, 3.63], [0.60, 1.32, 3.19], [-0.21, 0.42, 4.07], [-1.08, -0.71, 3.71], [-1.86, -0.72, 1.94], [-1.93, -2.63, 1.53], [-2.48, -2.80, 0.10], [-0.52, -3.22, 1.65], [-2.86, -3.32, 2.55], [-3.56, 0.15, 2.17], [-4.23, 0.01, 3.52], [-4.50, -0.29, 1.00], [-3.33, 1.69, 1.86], [-0.56, 1.25, 5.16], [-1.08, 0.87, 6.38], [-1.38, 1.88, 7.31], [-1.12, 3.19, 7.05], [-0.42, 3.58, 5.89], [-0.14, 2.58, 4.98], [2.80, 3.14, 1.37], [3.63, 4.39, 1.85], [3.47, 2.80, 0.00], [3.05, 1.98, 2.35], [1.15, 6.47, -1.33], [2.39, 5.30, -0.79], [0.99, 4.71, -1.68], [-1.28, 5.74, -0.79], [-1.33, 4.15, -0.19], [-1.60, 5.46, 0.94], [0.53, 7.46, 0.84], [-0.07, 6.38, 2.13], [1.70, 6.48, 1.86], [1.26, 4.59, 3.29], [-0.39, 4.50, 2.85], [-0.56, -1.68, 3.80], [-1.93, -0.81, 4.38], [-1.86, -2.18, -0.58], [-2.35, -3.79, -0.33], [-3.57, -2.62, 0.02], [0.27, -2.46, 1.46], [-0.36, -3.73, 2.61], [-0.41, -3.96, 0.85], [-3.94, -3.15, 2.40], [-2.73, -4.40, 2.45], [-2.70, -3.03, 3.59], [-3.97, -0.93, 4.08], [-3.97, 0.85, 4.19], [-5.34, 0.05, 3.44], [-4.62, -1.36, 0.96], [-5.51, 0.15, 1.08], [-4.15, 0.08, 0.01], [-2.67, 2.03, 2.65], [-2.88, 1.81, 0.88], [-4.31, 2.23, 1.78], [-1.27, -0.18, 6.62], [-1.71, 1.54, 8.31], [-1.36, 3.84, 7.88], [-0.20, 4.65, 5.73], [3.54, 5.36, 1.27], [3.33, 4.67, 2.87], [4.69, 4.10, 1.78], [3.23, 3.57, -0.74], [4.53, 2.83, 0.22], [3.16, 1.84, -0.38], [2.28, 0.13, 3.01], [3.96, 1.40, 1.97], [3.18, 2.33, 3.37], [1.95, 0.30, 1.11], [1.97, 0.94, 2.46], [-0.16, 1.88, -2.12], [-1.41, 2.07, -1.58], [-2.24, 2.72, -2.40], [-3.13, -0.78, -3.74], [-2.41, -1.89, -4.55], [-1.52, -1.22, -5.60], [-0.20, -0.62, -5.12], [0.83, -1.64, -4.87], [1.34, -2.03, -3.66], [0.63, -1.65, -1.92], [2.21, -3.04, -3.80], [2.94, -3.80, -2.78], [2.28, -5.13, -2.34], [2.72, -5.52, -0.91], [4.20, -5.89, -0.82], [2.18, -3.36, -5.18], [2.85, -4.43, -5.83], [2.65, -4.54, -7.19], [1.77, -3.70, -7.86], [1.25, -2.55, -7.24], [1.41, -2.47, -5.85], [-3.70, -1.13, -2.85], [-3.91, -0.40, -4.37], [-2.49, 0.05, -3.45], [-3.13, -2.63, -4.91], [-1.80, -2.51, -3.86], [-2.14, -0.37, -6.04], [-1.33, -1.95, -6.43], [-0.35, -0.20, -4.11], [0.09, 0.21, -5.80], [3.01, -3.12, -1.90], [3.95, -3.97, -3.10], [2.52, -6.00, -3.02], [1.17, -4.99, -2.48], [2.15, -6.39, -0.62], [2.54, -4.68, -0.21], [4.42, -6.68, -1.52], [4.43, -6.38, 0.15], [4.91, -5.07, -0.99], [3.52, -5.06, -5.26], [3.00, -5.41, -7.72], [1.63, -3.94, -8.89], [0.68, -1.81, -7.79]]
}



# 3
{
  "formula": "C39H66GaO16",
  "method": "ωB97M-V/def2-TZVPD",
  "total_charge": -1,
  "gap_ev": 6.65,
  "elements": ["C", "C", "O", "C", "O", "C", "C", "C", "Ga", "C", "C", "C", "O", "C", "C", "O", "C", "C", "C", "C", "H", "H", "H", "H", "H", "H", "H", "H", "H", "H", "H", "H", "H", "H", "H", "H", "H", "H", "H", "H", "H", "H", "H", "H", "H", "H", "H", "H", "H", "H", "O", "C", "O", "C", "C", "C", "H", "H", "H", "H", "H", "H", "O", "C", "O", "C", "C", "C", "H", "H", "H", "H", "H", "H", "O", "C", "O", "C", "C", "C", "H", "H", "H", "H", "H", "H", "O", "C", "O", "C", "C", "C", "H", "H", "H", "H", "H", "H", "O", "C", "O", "C", "C", "C", "H", "H", "H", "H", "H", "H", "O", "C", "O", "C", "C", "C", "H", "H", "H", "H", "H", "H"],
  "xyz": [[3.49, 1.02, -1.76], [2.95, 0.62, -0.38], [2.01, 1.56, 0.14], [0.70, 1.18, 0.01], [0.18, 0.51, 0.88], [-0.06, 1.64, -1.20], [-1.02, 0.54, -1.72], [-0.30, -0.45, -2.64], [-1.31, -2.21, -2.93], [-1.14, -3.48, -1.33], [-1.02, -2.80, 0.05], [-0.02, -3.44, 0.99], [-0.42, -4.74, 1.46], [-0.21, -5.82, 0.67], [1.08, -5.98, -0.10], [-1.04, -6.70, 0.65], [-0.39, -3.17, -4.51], [1.13, -3.31, -4.26], [1.71, -4.65, -4.77], [1.88, -2.16, -4.96], [2.95, 0.51, -2.56], [3.33, 2.10, -1.89], [4.56, 0.82, -1.83], [2.51, -0.38, -0.43], [3.79, 0.60, 0.31], [0.66, 1.84, -2.00], [-0.58, 2.59, -1.01], [-1.49, 0.06, -0.86], [-1.81, 1.05, -2.27], [0.73, -0.64, -2.30], [-0.21, 0.04, -3.61], [-2.86, -2.03, -3.34], [-2.04, -4.10, -1.33], [-0.30, -4.15, -1.50], [-0.69, -1.76, -0.05], [-2.00, -2.77, 0.55], [0.07, -2.82, 1.89], [0.97, -3.43, 0.53], [0.82, -6.54, -1.00], [1.56, -5.06, -0.41], [1.76, -6.60, 0.48], [-0.86, -4.15, -4.62], [-0.53, -2.57, -5.42], [1.35, -3.26, -3.19], [1.00, -5.47, -4.71], [2.01, -4.54, -5.82], [2.63, -4.88, -4.22], [1.86, -1.25, -4.35], [2.92, -2.46, -5.14], [1.41, -2.00, -5.93], [6.38, -0.09, -2.91], [6.95, 0.91, -3.21], [6.30, 2.09, -3.43], [7.22, 3.09, -3.89], [8.59, 2.62, -3.41], [8.43, 1.10, -3.46], [7.15, 3.14, -4.97], [6.93, 4.05, -3.46], [9.41, 3.00, -4.02], [8.75, 2.94, -2.38], [8.68, 0.69, -4.44], [9.01, 0.59, -2.69], [-3.31, 5.35, 1.95], [-2.87, 4.31, 2.34], [-3.67, 3.28, 2.72], [-2.87, 2.21, 3.25], [-1.48, 2.41, 2.69], [-1.42, 3.93, 2.56], [-2.89, 2.28, 4.34], [-3.32, 1.26, 2.96], [-0.71, 1.98, 3.30], [-1.42, 1.96, 1.70], [-1.07, 4.40, 3.48], [-0.81, 4.26, 1.72], [0.98, 1.11, 5.06], [0.35, 1.61, 5.94], [-0.79, 2.33, 5.70], [-1.27, 2.90, 6.93], [-0.69, 2.03, 8.03], [0.64, 1.60, 7.43], [-0.93, 3.94, 6.98], [-2.36, 2.88, 6.92], [-0.61, 2.55, 8.98], [-1.34, 1.16, 8.17], [1.44, 2.31, 7.63], [0.95, 0.61, 7.74], [-2.98, 0.09, 8.63], [-3.75, -0.34, 7.82], [-4.81, -1.10, 8.17], [-5.49, -1.57, 6.99], [-5.11, -0.58, 5.89], [-3.70, -0.18, 6.32], [-5.15, -2.58, 6.77], [-6.56, -1.59, 7.19], [-5.17, -1.01, 4.89], [-5.77, 0.28, 5.92], [-2.94, -0.85, 5.92], [-3.45, 0.84, 6.05], [6.74, -0.39, -9.00], [5.63, -0.62, -8.60], [5.01, 0.18, -7.70], [3.73, -0.39, -7.34], [3.36, -1.31, -8.49], [4.74, -1.79, -8.97], [3.85, -0.93, -6.40], [3.01, 0.41, -7.20], [2.69, -2.11, -8.20], [2.88, -0.74, -9.29], [5.08, -2.67, -8.42], [4.77, -1.98, -10.03], [-7.79, 1.31, 4.80], [-7.82, 2.07, 3.87], [-8.72, 1.95, 2.86], [-8.45, 2.93, 1.84], [-7.65, 4.03, 2.53], [-6.89, 3.23, 3.59], [-7.88, 2.44, 1.05], [-9.39, 3.28, 1.43], [-7.01, 4.59, 1.86], [-8.34, 4.73, 3.02], [-5.95, 2.85, 3.21], [-6.72, 3.81, 4.50]]
}



# 4
{
  "formula": "C39H67BrF3N11O4PS2",
  "method": "ωB97M-V/def2-TZVPD",
  "total_charge": 1,
  "gap_ev": 7.06,
  "elements": ["C", "C", "S", "C", "N", "C", "C", "C", "O", "C", "C", "C", "F", "C", "C", "C", "N", "N", "N", "N", "P", "N", "C", "F", "C", "C", "C", "S", "O", "O", "O", "C", "Br", "C", "C", "F", "H", "H", "H", "H", "H", "H", "H", "H", "H", "H", "H", "H", "H", "H", "H", "H", "H", "H", "H", "H", "H", "H", "H", "H", "H", "H", "H", "H", "H", "H", "H", "H", "H", "H", "H", "H", "H", "H", "H", "H", "H", "H", "N", "C", "C", "C", "C", "H", "H", "H", "H", "H", "N", "C", "C", "C", "C", "H", "H", "H", "H", "H", "N", "C", "C", "C", "C", "H", "H", "H", "H", "H", "N", "C", "C", "C", "C", "H", "H", "H", "H", "H", "N", "C", "C", "C", "C", "H", "H", "H", "H", "H"],
  "xyz": [[0.04, 1.45, 4.01], [-0.94, 0.33, 3.61], [-0.91, 0.25, 1.79], [-2.60, -0.26, 1.42], [-3.36, 0.36, 0.24], [-4.71, -0.31, 0.45], [-3.53, 1.89, 0.40], [-4.86, 2.39, -0.22], [-6.00, 2.11, 0.57], [-7.08, 2.95, 0.20], [-3.50, 2.29, 1.89], [-3.91, 3.75, 2.16], [-4.38, 1.50, 2.66], [-2.41, 2.74, -0.35], [-1.21, 3.21, 0.51], [0.11, 3.70, -0.12], [0.04, 4.24, -1.47], [1.11, 2.64, -0.09], [0.51, 4.87, 0.76], [-2.10, 2.16, -1.67], [-2.58, 3.12, -2.98], [-4.12, 3.23, -3.29], [-1.70, 0.78, -1.72], [-0.58, 0.65, -0.91], [-1.23, 0.30, -3.10], [0.11, 0.94, -3.56], [1.16, -0.13, -3.85], [1.98, -0.75, -2.41], [2.25, 0.28, -1.45], [1.30, -1.92, -1.94], [3.38, -1.19, -3.05], [-2.81, -0.13, -1.11], [-4.24, -0.11, -2.51], [-2.41, -1.63, -1.14], [-1.10, -2.14, -0.52], [-1.43, -2.97, 0.56], [0.52, 1.26, 4.97], [-0.50, 2.40, 4.05], [0.79, 1.55, 3.23], [-1.95, 0.55, 3.96], [-0.63, -0.62, 4.02], [-3.19, -0.08, 2.32], [-2.63, -1.34, 1.31], [-5.46, 0.03, -0.26], [-5.09, -0.03, 1.43], [-4.62, -1.39, 0.41], [-5.02, 1.99, -1.22], [-4.82, 3.47, -0.36], [-7.97, 2.57, 0.70], [-6.91, 3.98, 0.53], [-7.26, 2.93, -0.88], [-2.54, 2.12, 2.37], [-3.69, 4.43, 1.35], [-3.43, 4.08, 3.08], [-4.99, 3.78, 2.31], [-2.89, 3.67, -0.63], [-0.93, 2.50, 1.28], [-1.56, 4.09, 1.06], [0.02, 5.25, -1.43], [0.84, 3.95, -2.02], [1.15, 2.21, 0.82], [2.01, 3.02, -0.34], [0.81, 4.51, 1.66], [1.33, 5.30, 0.36], [-2.04, 4.38, -2.72], [-1.89, 2.62, -4.09], [-4.44, 4.19, -3.19], [-1.96, 0.48, -3.88], [-1.05, -0.77, -3.08], [-0.05, 1.43, -4.52], [0.47, 1.71, -2.88], [0.70, -0.98, -4.36], [1.94, 0.25, -4.52], [4.01, -1.21, -2.32], [-3.20, -2.26, -0.71], [-2.41, -1.94, -2.17], [-0.40, -1.40, -0.16], [-0.57, -2.76, -1.23], [-1.99, -4.58, -6.38], [-1.12, -4.63, -5.33], [-1.55, -3.74, -4.39], [-2.73, -3.12, -4.89], [-2.97, -3.66, -6.13], [-1.92, -5.13, -7.22], [-0.27, -5.30, -5.34], [-1.07, -3.56, -3.44], [-3.33, -2.37, -4.41], [-3.76, -3.48, -6.84], [6.15, -1.76, -0.51], [6.75, -2.35, -1.60], [7.75, -3.14, -1.14], [7.76, -3.04, 0.28], [6.76, -2.17, 0.64], [5.38, -1.11, -0.54], [6.40, -2.15, -2.60], [8.41, -3.75, -1.74], [8.42, -3.54, 0.97], [6.43, -1.82, 1.60], [-2.30, 5.94, 6.54], [-2.63, 5.25, 5.41], [-1.57, 5.35, 4.54], [-0.57, 6.13, 5.18], [-1.05, 6.47, 6.41], [-2.89, 6.03, 7.35], [-3.58, 4.76, 5.31], [-1.53, 4.92, 3.55], [0.39, 6.40, 4.78], [-0.61, 7.05, 7.21], [2.69, -2.01, 3.79], [3.29, -2.62, 2.73], [4.27, -3.44, 3.21], [4.26, -3.33, 4.63], [3.27, -2.44, 4.96], [1.93, -1.35, 3.73], [2.97, -2.42, 1.72], [4.93, -4.06, 2.62], [4.90, -3.84, 5.33], [2.93, -2.07, 5.91], [7.98, -8.25, -2.06], [7.89, -6.89, -1.97], [6.91, -6.59, -1.06], [6.39, -7.83, -0.59], [7.07, -8.83, -1.22], [8.61, -8.75, -2.66], [8.53, -6.26, -2.55], [6.61, -5.60, -0.77], [5.60, -7.96, 0.14], [6.98, -9.90, -1.15]]
}



| no. | calculated total energy (hartree) | largest force on an atom (eV/Å) |
| --- | --- | --- |
| 1 | -4010.31302 | 9.68 |
| 2 | -6032.23896 | 2.92 |
| 3 | -4654.36102 | 1.41 |
| 4 | -6440.49933 | 1.82 |